# 1
{"formula": "C22H32N5Re", "method": "wB97M-V/def2-TZVPD", "species": ["C", "C", "C", "C", "C", "Re", "C", "C", "H", "C", "H", "H", "C", "H", "H", "H", "C", "H", "H", "H", "C", "H", "H", "H", "C", "H", "H", "H", "C", "H", "H", "H", "C", "H", "H", "H", "C", "H", "H", "H", "C", "C", "C", "C", "H", "C", "H", "C", "H", "H", "H", "N", "N", "N", "C", "N", "N", "H", "H", "H"], "xyz": [[0.810, -2.245, 0.837], [1.708, -1.445, 0.046], [1.117, -1.283, -1.247], [-0.169, -1.913, -1.244], [-0.321, -2.570, 0.023], [-0.137, -0.493, 0.331], [-2.691, 0.980, -0.058], [-2.077, 0.583, 1.134], [-1.963, 1.311, 1.943], [-1.903, -0.815, 1.490], [-2.696, -1.480, 1.144], [-1.619, -1.001, 2.527], [-2.781, 2.426, -0.384], [-2.156, 3.016, 0.293], [-2.426, 2.610, -1.404], [-3.811, 2.805, -0.328], [-3.327, 0.034, -1.004], [-3.176, -1.019, -0.734], [-4.417, 0.192, -1.090], [-2.906, 0.179, -2.015], [3.041, -0.914, 0.443], [3.085, -0.641, 1.500], [3.814, -1.662, 0.245], [3.284, -0.012, -0.125], [1.869, -0.790, -2.434], [2.406, 0.134, -2.203], [2.611, -1.534, -2.750], [1.200, -0.599, -3.272], [-0.963, -2.248, -2.467], [-0.962, -1.440, -3.202], [-0.488, -3.122, -2.936], [-1.999, -2.509, -2.233], [-1.361, -3.600, 0.344], [-2.311, -3.387, -0.153], [-1.022, -4.584, -0.007], [-1.557, -3.672, 1.418], [1.082, -2.775, 2.211], [0.153, -3.004, 2.738], [1.694, -3.683, 2.194], [1.615, -2.042, 2.820], [0.165, 1.422, -1.113], [0.751, 2.558, -0.612], [-0.247, 1.386, -2.437], [1.091, 3.627, -1.461], [0.983, 2.598, 0.443], [0.110, 2.425, -3.308], [-0.825, 0.547, -2.831], [0.788, 3.547, -2.821], [1.606, 4.491, -1.036], [-0.129, 2.319, -4.367], [1.086, 4.340, -3.507], [2.973, 2.436, 3.720], [1.833, 1.764, 3.352], [1.198, 1.005, 4.248], [0.380, 0.298, 3.465], [0.577, 0.569, 2.143], [1.596, 1.477, 2.072], [3.253, 3.101, 3.023], [2.893, 2.686, 4.712], [-0.331, -0.386, 3.922]], "atomic_forces_ev_per_a": [[1.344, -2.345, 0.099], [0.942, -1.142, -0.680], [1.422, -0.806, -0.489], [0.694, -1.595, -0.632], [0.103, -1.889, -0.010], [-2.534, 7.511, 1.048], [-0.808, 0.646, 0.761], [-0.679, -0.613, -0.050], [0.523, 0.108, -0.620], [-1.171, 0.632, 0.147], [0.466, -0.090, 0.097], [-0.236, -0.179, -0.202], [-0.014, 0.340, -0.002], [-0.128, -0.006, -0.097], [-0.050, 0.049, 0.053], [0.071, -0.081, 0.001], [0.130, -0.438, -0.588], [-0.068, 0.215, -0.083], [0.356, 0.080, 0.093], [-0.229, -0.056, 0.209], [0.260, 0.198, 0.047], [0.009, -0.183, -0.060], [-0.027, 0.073, 0.051], [-0.019, -0.123, 0.022], [0.073, 0.371, -0.216], [-0.118, -0.073, -0.136], [-0.198, -0.013, 0.155], [0.162, 0.035, 0.053], [-0.213, 0.112, -0.162], [-0.048, -0.148, 0.122], [-0.144, 0.166, 0.072], [0.189, 0.089, -0.060], [-0.147, 0.043, 0.043], [0.120, -0.011, 0.059], [-0.012, 0.208, 0.060], [0.060, 0.015, -0.160], [-0.086, 0.163, 0.309], [0.032, -0.071, -0.061], [-0.115, 0.105, -0.158], [0.079, -0.059, -0.073], [-1.340, -1.986, 1.227], [0.596, 0.704, -0.241], [0.312, 0.446, -0.659], [-0.191, -0.303, 0.109], [0.080, 0.360, -0.337], [-0.161, -0.215, 0.282], [0.279, 0.234, 0.083], [0.097, -0.122, 0.032], [-0.201, -0.145, -0.256], [-0.011, 0.246, 0.225], [-0.097, -0.171, 0.216], [-0.449, -0.616, 0.783], [0.479, -1.790, -1.153], [-0.451, 0.724, -1.306], [0.567, 0.601, -0.126], [1.571, 0.393, 0.901], [-1.383, -0.559, 2.501], [-0.070, 0.489, 0.089], [0.185, 0.305, -0.826], [0.199, 0.168, -0.507]], "e_above_lowest_kcal_mol": 11.83, "s_squared": 3.791, "charge": 1, "max_force_ha_per_bohr": 0.1555, "multiplicity": 4, "orbital_gap_ev": [5.488, 6.621]}

***

# 2
{"formula": "C22H33AsBaN5O4SSeSi2", "method": "wB97M-V/def2-TZVPD", "species": ["Ba", "C", "C", "N", "N", "C", "S", "N", "N", "H", "H", "H", "H", "H", "H", "O", "C", "O", "C", "C", "C", "C", "C", "C", "N", "O", "O", "H", "H", "H", "H", "C", "Si", "C", "C", "As", "Si", "C", "C", "C", "H", "H", "H", "H", "H", "H", "H", "H", "H", "H", "H", "H", "H", "H", "H", "H", "H", "H", "Se", "C", "C", "C", "C", "C", "C", "H", "H", "H", "H", "H"], "xyz": [[-0.891, 0.511, -0.977], [1.605, -0.098, 5.083], [2.558, -0.041, 3.956], [3.850, 0.085, 4.029], [4.277, 0.122, 2.743], [3.251, 0.020, 1.860], [3.332, 0.037, 0.216], [2.142, -0.085, 2.658], [0.850, -0.186, 2.191], [2.145, -0.139, 6.022], [0.974, -0.983, 4.984], [0.977, 0.794, 5.075], [5.254, 0.179, 2.513], [0.277, -0.690, 2.865], [0.876, -0.759, 1.342], [-1.250, 2.569, -2.054], [-0.818, 3.137, -1.033], [-0.474, 2.543, 0.003], [-0.719, 4.640, -1.039], [-1.245, 5.368, -2.101], [-1.173, 6.744, -2.101], [-0.563, 7.398, -1.033], [-0.031, 6.675, 0.035], [-0.113, 5.299, 0.026], [-0.480, 8.821, -1.046], [-0.945, 9.418, -2.010], [0.053, 9.380, -0.094], [-1.703, 4.832, -2.917], [-1.574, 7.337, -2.907], [0.435, 7.212, 0.846], [0.291, 4.708, 0.834], [-4.581, 1.111, -2.956], [-4.820, 1.445, -1.081], [-6.671, 1.032, -0.742], [-4.583, 3.327, -0.812], [-3.588, -0.114, 0.158], [-3.465, 0.959, 2.264], [-2.420, 2.535, 2.605], [-2.798, -0.388, 3.466], [-5.258, 1.422, 2.822], [-5.390, 1.519, -3.557], [-4.534, 0.039, -3.145], [-3.653, 1.556, -3.304], [-7.370, 1.607, -1.341], [-6.909, 1.203, 0.303], [-6.839, -0.023, -0.943], [-5.201, 3.923, -1.477], [-3.548, 3.593, -0.999], [-4.820, 3.613, 0.208], [-1.396, 2.385, 2.275], [-2.403, 2.780, 3.664], [-2.809, 3.401, 2.075], [-2.311, -1.171, 2.885], [-3.598, -0.851, 4.036], [-2.079, 0.019, 4.171], [-5.605, 2.296, 2.277], [-5.329, 1.651, 3.882], [-5.945, 0.606, 2.612], [0.279, -3.363, 1.623], [0.163, -5.086, 0.869], [1.280, -5.907, 0.800], [1.177, -7.170, 0.251], [-0.042, -7.624, -0.230], [-1.157, -6.805, -0.158], [-1.056, -5.540, 0.385], [2.230, -5.551, 1.177], [2.051, -7.810, 0.199], [-0.120, -8.614, -0.658], [-2.112, -7.156, -0.527], [-1.917, -4.891, 0.439]], "atomic_forces_ev_per_a": [[1.038, -4.219, -0.104], [-0.016, -0.010, -0.018], [0.190, 0.070, 0.134], [-0.016, -0.007, 0.643], [-1.037, -0.111, -0.154], [0.046, 0.054, 0.342], [-0.209, 0.034, -0.929], [1.457, -0.092, -0.084], [-0.856, 0.394, -0.526], [0.069, -0.045, 0.042], [-0.063, 0.001, 0.112], [-0.121, -0.034, 0.019], [-0.150, 0.000, -0.036], [0.198, -0.135, -0.075], [0.238, -0.335, 0.340], [-0.543, 0.679, -1.665], [0.040, 2.271, 0.145], [0.739, 1.090, 1.510], [0.002, 0.261, -0.047], [0.102, -0.234, 0.154], [0.088, 0.507, 0.090], [-0.114, -1.923, 0.002], [-0.032, 0.558, -0.143], [-0.077, -0.223, -0.104], [0.100, 1.771, 0.008], [0.222, -0.269, 0.459], [-0.237, -0.286, -0.422], [-0.082, -0.018, -0.084], [-0.035, -0.031, -0.066], [0.030, -0.018, 0.047], [-0.002, 0.007, 0.074], [0.173, -0.023, 0.634], [-0.924, -0.081, -0.146], [0.673, 0.197, -0.111], [0.134, -0.655, 0.015], [-0.654, 0.512, 0.563], [-0.615, -0.072, 0.667], [-0.190, -0.527, -0.468], [-0.099, 0.382, -0.683], [0.635, -0.207, -0.278], [-0.188, 0.137, -0.020], [-0.017, -0.122, 0.001], [0.226, 0.101, -0.112], [-0.115, 0.223, -0.226], [-0.021, 0.024, 0.258], [0.025, -0.161, -0.028], [-0.201, 0.001, -0.190], [0.205, 0.088, -0.025], [-0.047, 0.022, 0.247], [0.183, 0.010, -0.011], [-0.122, -0.122, 0.232], [-0.086, 0.138, -0.174], [0.084, -0.168, 0.032], [-0.192, -0.080, 0.045], [0.155, 0.159, 0.162], [-0.080, 0.165, -0.143], [0.144, 0.061, 0.244], [-0.024, -0.126, -0.067], [0.115, 0.862, 0.180], [-0.003, 0.619, 0.212], [0.177, -0.175, -0.040], [0.064, -0.232, -0.054], [0.048, -0.308, -0.103], [-0.137, -0.157, -0.120], [-0.109, -0.198, -0.121], [-0.031, 0.054, 0.012], [-0.011, 0.007, -0.010], [-0.018, -0.079, -0.033], [-0.044, -0.033, -0.035], [-0.078, 0.056, 0.030]], "e_above_lowest_kcal_mol": 53.90, "charge": -1, "max_force_ha_per_bohr": 0.0845, "orbital_gap_ev": 4.413}

***

# 3
{"formula": "C22H33B", "method": "wB97M-V/def2-TZVPD", "species": ["C", "C", "C", "C", "C", "C", "C", "C", "C", "C", "C", "C", "C", "C", "C", "C", "C", "C", "C", "C", "C", "C", "H", "H", "H", "H", "H", "H", "H", "H", "H", "H", "H", "H", "H", "H", "H", "H", "H", "H", "H", "H", "H", "H", "H", "H", "H", "H", "H", "H", "H", "H", "B", "H", "H", "H"], "xyz": [[-1.658, -5.940, -0.154], [-1.461, -4.463, -0.078], [-0.531, -3.841, -0.914], [-0.286, -2.474, -0.821], [0.783, -1.868, -1.701], [-1.054, -1.700, 0.073], [-0.844, -0.209, 0.157], [-1.957, 0.696, -0.356], [-1.495, 2.125, -0.821], [-2.353, 3.235, -0.197], [0.016, 2.369, -0.657], [0.612, 2.371, 0.622], [-0.126, 2.229, 1.923], [1.994, 2.471, 0.746], [2.820, 2.582, -0.370], [4.305, 2.665, -0.169], [2.221, 2.642, -1.632], [0.838, 2.551, -1.789], [0.265, 2.619, -3.181], [-1.979, -2.319, 0.936], [-2.734, -1.550, 1.987], [-2.197, -3.688, 0.821], [-2.428, -6.243, 0.561], [-1.971, -6.248, -1.160], [-0.733, -6.489, 0.071], [0.014, -4.431, -1.653], [1.250, -2.648, -2.315], [0.367, -1.108, -2.382], [1.597, -1.399, -1.125], [0.097, 0.029, -0.346], [-0.715, 0.041, 1.187], [-2.727, 0.787, 0.426], [-2.467, 0.222, -1.217], [-1.718, 2.138, -1.900], [-2.144, 4.190, -0.693], [-3.419, 3.006, -0.331], [-2.153, 3.385, 0.869], [-1.213, 2.189, 1.829], [0.201, 1.324, 2.464], [0.123, 3.084, 2.576], [2.432, 2.429, 1.747], [4.822, 2.772, -1.129], [4.573, 3.522, 0.471], [4.679, 1.762, 0.335], [2.846, 2.764, -2.523], [1.068, 2.865, -3.887], [-0.153, 1.652, -3.505], [-0.512, 3.390, -3.281], [-3.316, -2.242, 2.605], [-2.060, -0.997, 2.661], [-3.448, -0.831, 1.557], [-2.968, -4.165, 1.432], [3.737, -1.318, 3.058], [3.637, -2.464, 2.654], [4.479, -0.504, 2.524], [3.044, -0.966, 3.993]], "atomic_forces_ev_per_a": [[-0.178, -0.440, -0.065], [-0.018, 0.399, -0.155], [-0.095, 0.063, 0.365], [-0.399, 0.033, 0.043], [0.121, 0.108, -0.220], [-0.084, -0.079, 0.152], [0.418, -0.511, -0.476], [-0.476, 0.045, -0.438], [0.174, -0.174, -0.151], [-0.016, 0.227, -0.182], [-0.234, 0.196, 0.256], [0.201, 0.024, -0.389], [-0.183, 0.075, 0.726], [-0.015, -0.061, -0.357], [-0.316, 0.130, 0.027], [0.317, 0.027, -0.032], [0.211, 0.028, 0.273], [-0.151, -0.177, 0.417], [0.121, -0.040, -0.379], [0.145, -0.017, -0.480], [-0.258, 0.148, 0.149], [0.284, -0.267, -0.206], [0.116, -0.146, -0.140], [0.000, 0.023, 0.180], [-0.195, 0.145, 0.019], [-0.041, 0.064, 0.263], [-0.167, 0.159, 0.093], [0.183, -0.155, 0.213], [-0.347, -0.056, -0.104], [-0.235, -0.007, 0.108], [0.327, 0.051, 0.682], [0.216, 0.116, -0.265], [0.215, 0.087, 0.358], [0.206, 0.153, 0.422], [-0.076, -0.105, 0.049], [0.210, 0.075, 0.064], [-0.183, -0.036, -0.316], [0.332, -0.143, 0.076], [-0.073, 0.353, -0.195], [-0.170, -0.262, -0.227], [-0.048, 0.066, -0.268], [-0.004, -0.027, 0.218], [-0.087, -0.237, -0.242], [-0.052, 0.214, -0.178], [-0.154, -0.035, 0.295], [-0.211, -0.025, 0.115], [0.004, 0.297, 0.133], [0.159, -0.254, 0.047], [0.117, 0.122, -0.079], [-0.162, -0.101, -0.250], [0.258, -0.174, 0.114], [0.315, 0.084, -0.036], [-0.163, 0.090, -0.110], [0.177, 0.707, 0.204], [-0.433, -0.612, 0.332], [0.400, -0.168, -0.448]], "e_above_lowest_kcal_mol": 0.00, "max_force_ha_per_bohr": 0.0159, "smiles": "Cc1cc(C)c(CC[C@@H](C)c2c(C)cc(C)cc2C)c(C)c1.B", "orbital_gap_ev": 8.126}